Entry 1:
C14H23Ca2ClF3KN5O9 as an isolated structure, computed with the ωB97M-V functional and the def2-TZVPD basis.

Last column: Mulliken charge in e.
Atoms and positions in Å:
1 C 2.30 1.66 -1.27  -0.966
2 C 2.18 0.52 -2.22  -0.060
3 N 2.11 -0.96 -1.80  0.160
4 N 3.19 -1.72 -2.12  -0.872
5 C 3.17 -3.14 -1.73  -0.420
6 C 2.08 -4.05 -0.91  0.481
7 N 2.20 -5.51 -0.55  -0.466
8 C 0.75 -3.10 -0.52  -1.407
9 C 0.96 -1.58 -1.08  0.637
10 C -0.33 -0.55 -0.80  0.300
11 C -1.76 -1.35 -0.57  -0.314
12 F -2.83 -0.29 -0.63  -0.210
13 H 1.82 1.64 -0.21  0.374
14 H 2.88 2.64 -1.62  0.231
15 H 2.11 0.69 -3.40  0.253
16 H 4.13 -3.76 -2.08  0.390
17 H 3.20 -5.85 -0.57  0.326
18 H 1.79 -5.70 0.41  0.265
19 H -0.17 -3.53 0.08  0.647
20 H -0.53 0.16 -1.74  0.022
21 H -0.08 0.08 0.18  0.210
22 H -1.91 -2.07 -1.50  0.252
23 H -1.78 -1.95 0.44  0.016
24 F -3.29 -2.89 -0.12  -0.787
25 K 0.57 -3.32 1.62  0.930
26 O -4.28 3.82 1.21  -0.611
27 Cl -4.13 2.48 0.67  1.719
28 O -3.77 2.56 -0.73  -0.641
29 O -5.37 1.75 0.82  -0.629
30 O -3.07 1.79 1.40  -0.665
31 O 0.69 2.52 -3.77  -0.583
32 H 0.69 2.87 -4.67  0.309
33 H -0.24 2.53 -3.51  0.306
34 Ca 4.41 2.74 -1.91  1.326
35 N -3.12 2.50 4.38  0.209
36 C -3.06 3.60 5.18  -0.222
37 C -3.74 3.31 6.35  -0.323
38 C -4.21 1.99 6.24  -0.530
39 C -3.81 1.51 5.01  -0.108
40 H -2.71 2.43 3.45  0.208
41 H -2.54 4.50 4.86  0.440
42 H -3.87 3.99 7.18  0.418
43 H -4.79 1.44 6.98  0.407
44 H -3.97 0.54 4.54  0.423
45 F 0.43 0.37 2.79  -0.791
46 C 4.55 -4.99 -4.95  -0.950
47 C 5.05 -3.56 -5.24  0.108
48 O 6.02 -3.66 -6.14  -0.585
49 H 5.35 -5.63 -4.55  0.278
50 H 3.74 -4.96 -4.21  0.238
51 H 4.15 -5.47 -5.85  0.331
52 H 5.29 -3.14 -4.25  0.032
53 H 4.15 -2.99 -5.50  0.178
54 N -3.31 7.27 4.16  1.148
55 O -4.31 6.63 4.53  -0.449
56 O -2.17 6.81 4.37  -0.538
57 O -3.44 8.36 3.59  -0.504
58 Ca 2.62 0.03 0.28  1.057

Properties
Spin multiplicity: 1
Electronic energy (eV): -114595.97513
Orbital gap (hartree): 0.0356
Total charge: +1


Entry 2:
C14H23ClN3O2PdTe as an isolated structure, computed with the ωB97M-V functional and the def2-TZVPD basis.

Last column: Mulliken charge in e.
Atoms and positions in Å:
1 Pd 0.01 -0.82 -0.48  -0.291
2 N -2.12 -2.09 0.31  -0.347
3 C -2.23 -2.00 1.76  -0.536
4 C -0.87 -2.08 2.46  -0.824
5 N 0.04 -1.04 2.05  0.272
6 C -0.07 0.26 2.70  -0.828
7 C -1.01 1.26 2.04  -0.656
8 N -0.78 1.34 0.60  -0.364
9 H -2.17 -3.03 -0.04  0.153
10 H -2.78 -1.51 -0.18  0.196
11 H -2.69 -1.04 2.00  0.206
12 H -2.88 -2.78 2.18  0.366
13 H -1.05 -2.06 3.55  0.308
14 H -0.42 -3.04 2.21  0.361
15 H 1.00 -1.34 2.03  0.211
16 H -0.37 0.14 3.75  0.239
17 H 0.92 0.72 2.68  0.431
18 H -2.06 1.01 2.23  0.348
19 H -0.82 2.22 2.54  0.398
20 H -1.25 2.13 0.20  0.218
21 H 0.23 1.49 0.47  0.151
22 C 1.15 -3.69 -0.99  -1.046
23 Te 2.19 -1.79 -1.37  0.137
24 C 2.65 -2.90 -3.21  -1.352
25 C 2.58 -4.36 -2.89  0.401
26 C 3.26 -5.32 -3.64  -0.587
27 C 3.18 -6.67 -3.31  -0.507
28 C 2.41 -7.07 -2.22  -0.510
29 C 1.74 -6.11 -1.47  -0.584
30 C 1.83 -4.76 -1.79  0.884
31 H 0.12 -3.55 -1.29  0.336
32 H 1.17 -3.90 0.08  0.387
33 H 3.65 -2.63 -3.56  0.461
34 H 1.93 -2.61 -3.98  0.360
35 H 3.86 -5.01 -4.49  0.384
36 H 3.72 -7.40 -3.90  0.367
37 H 2.35 -8.12 -1.96  0.369
38 H 1.15 -6.42 -0.61  0.392
39 Cl 3.85 4.22 -0.29  -0.264
40 C 4.00 2.53 0.32  -0.438
41 C 2.66 1.95 0.84  0.431
42 O 2.03 2.62 1.67  -0.690
43 O 2.39 0.81 0.38  -0.470
44 H 4.71 2.57 1.14  0.264
45 H 4.39 1.93 -0.50  0.260

Properties
Energy above the lowest of the compared OMol25 structures with the same formula, charge and spin (kJ/mol): 140.0
Spin multiplicity: 1
Electronic energy (eV): -46752.85445
Orbital gap (hartree): 0.2181
Total charge: -1


Entry 3:
C14H23ClN5O4S as an isolated structure, computed with the ωB97M-V functional and the def2-TZVPD basis.

Last column: Mulliken charge in e.
Atoms and positions in Å:
1 C 5.17 -0.43 1.89  -1.330
2 C 4.58 0.25 0.65  -0.341
3 C 4.04 -0.75 -0.40  -0.909
4 C 2.59 -0.50 -0.78  -0.742
5 N 1.71 -1.01 0.27  -0.107
6 C 0.32 -0.92 0.05  -1.133
7 C -0.48 -0.32 0.96  -0.439
8 C -1.91 -0.18 0.84  -0.022
9 N -2.61 0.48 1.90  -0.109
10 C -2.49 1.95 1.83  -0.291
11 C -3.10 2.50 0.55  -1.071
12 C -2.57 -0.65 -0.25  -0.274
13 N -3.98 -0.55 -0.42  -0.081
14 C -4.69 -1.81 -0.16  -0.295
15 C -4.44 -2.32 1.26  -1.099
16 C -1.77 -1.29 -1.25  0.539
17 N -2.24 -1.82 -2.38  -0.653
18 S -0.98 -2.44 -3.15  0.071
19 N 0.20 -2.09 -2.13  -0.651
20 C -0.35 -1.44 -1.11  0.875
21 H 4.50 -1.20 2.27  0.334
22 H 5.31 0.30 2.69  0.353
23 H 6.15 -0.86 1.68  0.322
24 H 3.76 0.89 0.96  0.279
25 H 5.33 0.88 0.18  0.414
26 H 4.12 -1.76 0.01  0.381
27 H 4.65 -0.75 -1.30  0.427
28 H 2.40 -0.95 -1.76  0.327
29 H 2.45 0.58 -0.89  0.533
30 H 1.99 -1.93 0.57  0.277
31 H 0.00 0.09 1.84  0.411
32 H -2.16 0.19 2.76  0.427
33 H -3.05 2.35 2.68  0.423
34 H -1.45 2.29 1.94  0.305
35 H -4.06 2.02 0.38  0.230
36 H -2.46 2.30 -0.31  0.236
37 H -3.22 3.58 0.61  0.428
38 H -4.18 -0.26 -1.36  0.395
39 H -4.38 -2.59 -0.87  0.275
40 H -5.76 -1.63 -0.28  0.428
41 H -4.53 -1.49 1.96  0.230
42 H -5.17 -3.08 1.51  0.424
43 H -3.45 -2.75 1.37  0.256
44 O 4.59 3.32 -3.48  -0.689
45 Cl 3.24 3.43 -2.97  1.669
46 O 2.30 3.43 -4.06  -0.681
47 O 3.11 4.65 -2.21  -0.676
48 O 2.97 2.30 -2.10  -0.674

Properties
Spin multiplicity: 1
Electronic energy (eV): -53883.78363
Orbital gap (hartree): 0.2750
Total charge: -1


Entry 4:
C14H23F6GeN4O4PSW as an isolated structure, computed with the ωB97M-V functional and the def2-TZVPD basis.

Last column: Mulliken charge in e.
Atoms and positions in Å:
1 W -0.46 0.23 -0.76  2.788
2 N -1.57 -0.22 1.17  -0.574
3 C -2.29 -1.48 1.36  0.257
4 C -3.52 -1.66 0.76  -0.419
5 C -4.23 -2.84 0.98  -0.623
6 C -3.63 -3.77 1.80  0.774
7 C -2.43 -3.62 2.43  -0.975
8 C -1.74 -2.44 2.21  -0.492
9 S -5.67 -5.32 2.49  1.177
10 O -6.42 -4.18 2.82  -0.271
11 O -4.26 -5.10 2.00  -0.193
12 O -6.01 -6.68 2.54  -0.250
13 H -0.86 -0.16 1.90  0.302
14 H -2.23 0.54 1.32  0.474
15 H -3.96 -0.90 0.14  0.461
16 H -5.20 -2.99 0.52  0.405
17 H -2.03 -4.39 3.08  0.505
18 H -0.80 -2.27 2.71  0.482
19 F 0.65 -1.45 0.32  -0.496
20 P 1.98 -0.78 1.24  1.360
21 F 2.95 0.17 1.97  -0.277
22 F 1.03 0.79 0.58  -0.676
23 F 0.92 -0.68 2.42  -0.419
24 F 2.75 -0.65 -0.12  -0.291
25 F 2.50 -2.17 1.61  -0.259
26 C 3.69 3.36 -3.99  -1.058
27 N 2.73 2.49 -3.31  -0.002
28 C 2.80 1.03 -3.30  -0.209
29 C 1.60 0.73 -2.46  0.469
30 O 1.11 -0.36 -2.10  -0.905
31 N 0.96 1.83 -2.09  -0.274
32 C 1.67 2.89 -2.62  0.107
33 N 1.32 4.14 -2.44  -0.303
34 H 4.57 2.77 -4.24  0.391
35 H 4.00 4.15 -3.32  0.417
36 H 3.27 3.77 -4.90  0.355
37 H 3.73 0.67 -2.85  0.396
38 H 2.71 0.59 -4.30  0.334
39 H 0.54 4.37 -1.85  0.198
40 H 1.84 4.90 -2.85  0.235
41 C -3.35 1.42 -3.07  -1.054
42 Ge -1.73 0.36 -3.08  0.325
43 C -1.55 2.02 -0.44  -1.986
44 C -1.21 -0.23 -4.84  -1.105
45 C -1.56 -0.99 -1.63  -0.581
46 H -3.19 2.44 -3.41  0.409
47 H -3.84 1.43 -2.10  0.342
48 H -4.02 0.93 -3.80  0.445
49 H -1.41 2.77 -1.22  0.347
50 H -1.12 2.43 0.48  0.631
51 H -2.62 1.89 -0.30  0.498
52 H -1.12 0.65 -5.49  0.393
53 H -2.05 -0.83 -5.19  0.468
54 H -0.30 -0.82 -4.88  0.398
55 H -1.38 -2.02 -1.94  0.548

Properties
Energy above the lowest of the compared OMol25 structures with the same formula, charge and spin (kJ/mol): 47.2
Spin multiplicity: 2
Electronic energy (eV): -123787.21106
⟨S²⟩: 0.757
Orbital gap (spin up / spin down) (hartree): 0.2551 / 0.2852
Total charge: +3


Entry 5:
C14H23N4O3SY as an isolated structure, computed with the ωB97M-V functional and the def2-TZVPD basis.

Last column: Mulliken charge in e.
Atoms and positions in Å:
1 Y -0.50 -0.27 -0.99  1.005
2 C -0.26 -1.91 1.64  -0.607
3 O 0.58 -1.22 0.70  0.158
4 C 1.92 -0.87 1.11  -0.611
5 C 2.58 0.07 0.07  -0.642
6 O 1.86 -0.03 -1.24  -0.045
7 C 2.37 -0.89 -2.28  -0.684
8 C 1.79 -2.35 -2.14  -0.379
9 O 0.38 -2.33 -2.10  -0.316
10 C -0.01 -3.70 -1.80  -0.761
11 H -0.08 -3.05 1.59  0.238
12 H -0.08 -1.53 2.63  0.362
13 H -1.32 -1.86 1.36  0.147
14 H 2.02 -0.37 2.09  0.489
15 H 2.48 -1.79 1.31  0.480
16 H 2.53 1.11 0.39  0.147
17 H 3.63 -0.18 -0.14  0.575
18 H 2.18 -0.54 -3.29  0.402
19 H 3.53 -1.07 -2.06  0.295
20 H 2.26 -2.97 -2.92  0.515
21 H 2.16 -2.70 -1.12  0.234
22 H -0.02 -4.26 -2.68  0.290
23 H 0.70 -4.13 -1.06  0.344
24 H -1.04 -3.63 -1.40  0.279
25 C -2.30 2.43 2.36  -1.429
26 C -1.58 1.85 1.14  0.433
27 N -2.01 0.76 0.44  0.725
28 N -3.18 0.17 0.85  -1.158
29 C -3.60 -0.86 0.14  0.503
30 N -4.63 -1.56 0.72  -0.414
31 S -2.85 -1.58 -1.29  -0.423
32 C -0.41 2.52 0.62  0.525
33 C 0.31 3.61 1.23  -0.794
34 C 1.10 4.35 0.36  -0.368
35 C 1.36 3.94 -0.97  -0.516
36 C 0.87 2.75 -1.34  -0.237
37 N 0.11 1.96 -0.52  0.027
38 H -3.18 1.76 2.47  0.365
39 H -2.64 3.45 2.09  0.365
40 H -1.71 2.45 3.27  0.385
41 H -5.07 -1.11 1.51  0.247
42 H -5.22 -2.32 0.23  0.258
43 H 0.12 3.80 2.30  0.415
44 H 1.71 5.19 0.74  0.412
45 H 1.98 4.47 -1.72  0.396
46 H 1.17 2.43 -2.32  0.368

Properties
Spin multiplicity: 1
Electronic energy (eV): -38858.55960
Orbital gap (spin up / spin down) (hartree): 0.2509 / 0.2509
Total charge: +2